Entry 1:
Computed, not measured: a 6-piece molecular cluster, C20H23IO18 overall, with ωB97M-V/def2-TZVPD.

Geometry as XYZ:
```
62
Properties=species:S:1:pos:R:3:nbo_charge:R:1
C 2.3673 -2.0542 -0.1469 -0.67
C 3.5910 -1.4420 0.4494 -0.10
C 4.8405 -1.4733 -0.0207 -0.26
I 5.5679 -2.3763 -1.7231 0.29
C 5.6962 -0.7218 0.9726 0.74
O 6.8711 -0.8088 1.1230 -0.50
O 4.8418 0.0289 1.7504 -0.52
C 3.6219 -0.6789 1.7314 0.77
O 2.8623 -0.6614 2.6410 -0.50
H 2.3004 -1.8726 -1.2156 0.24
H 1.4955 -1.7135 0.3957 0.26
H 2.4249 -3.1347 0.0196 0.24
C 6.0414 -1.6275 5.8161 -0.10
C 6.8143 -1.6941 4.5160 -0.10
O 7.0616 -3.0967 4.3801 -0.49
C 6.1196 -3.7653 5.0897 0.96
O 5.9451 -4.9380 5.0462 -0.57
O 5.4008 -2.9055 5.8547 -0.49
H 5.3013 -0.8316 5.8367 0.20
H 6.6939 -1.5341 6.6863 0.18
H 6.2263 -1.3558 3.6635 0.18
H 7.7502 -1.1427 4.5415 0.21
C -0.6247 2.2269 0.9628 -0.10
C 0.6922 1.4921 0.8296 -0.11
O 0.2691 0.1724 0.4595 -0.50
C -0.9553 0.2672 -0.1120 0.97
O -1.5089 -0.6192 -0.6762 -0.57
O -1.4633 1.5118 0.0458 -0.50
H -0.5640 3.2747 0.6819 0.21
H -1.0511 2.1466 1.9636 0.19
H 1.3186 1.8959 0.0318 0.19
H 1.2626 1.4597 1.7544 0.22
C 3.7625 -4.5391 -5.4890 -0.10
C 4.3652 -5.9271 -5.5694 -0.10
O 5.7679 -5.6482 -5.6247 -0.48
C 5.9808 -4.4327 -5.0712 0.97
O 7.0449 -3.9798 -4.8034 -0.57
O 4.8043 -3.7953 -4.8501 -0.50
H 2.8502 -4.4979 -4.8996 0.21
H 3.5754 -4.1055 -6.4727 0.19
H 4.1619 -6.5229 -4.6781 0.19
H 4.0543 -6.4824 -6.4501 0.21
C -5.8772 1.5436 -1.1380 -0.10
C -4.6244 2.0892 -1.7890 -0.11
O -4.8014 3.5056 -1.6538 -0.49
C -5.6360 3.7282 -0.6154 0.97
O -5.8547 4.7957 -0.1385 -0.59
O -6.1938 2.5703 -0.1887 -0.49
H -5.7219 0.5937 -0.6340 0.21
H -6.7074 1.4464 -1.8397 0.19
H -3.7177 1.7959 -1.2606 0.20
H -4.5331 1.8140 -2.8363 0.21
C -9.5353 5.9091 0.7836 -0.10
C -9.2944 4.5027 0.2832 -0.10
O -10.6087 4.0848 -0.1023 -0.49
C -11.3455 5.1929 -0.3642 0.97
O -12.4214 5.1862 -0.8649 -0.57
O -10.6803 6.3092 0.0230 -0.49
H -8.6990 6.5777 0.5992 0.21
H -9.7912 5.9375 1.8444 0.18
H -8.6436 4.4805 -0.5915 0.19
H -8.8906 3.8395 1.0431 0.21
```

Properties
- SMILES = CC1=C(I)C(=O)OC1=O.O=C1OCCO1.O=C1OCCO1.O=C1OCCO1.O=C1OCCO1.O=C1OCCO1
- net charge = 0



Entry 2:
Computed, not measured: one molecule with the formula C12H14OS4, with ωB97M-V/def2-TZVPD.

Geometry as XYZ:
```
31
Properties=species:S:1:pos:R:3:nbo_charge:R:1
C -4.3454 -2.4299 -1.7840 -0.63
C -3.4071 -1.2569 -1.6433 -0.08
O -2.1009 -1.7818 -1.3036 -0.51
C -1.1709 -0.8132 -1.1231 -0.01
S 0.3685 -1.5135 -0.9102 0.19
S -1.4190 0.8173 -1.2049 -0.17
H -5.3541 -2.0163 -1.8872 0.21
H -4.1263 -3.0162 -2.6863 0.21
H -4.3242 -3.0904 -0.9115 0.22
H -3.3384 -0.6941 -2.5935 0.20
H -3.7446 -0.5835 -0.8425 0.20
C 0.0655 3.2996 2.7420 -0.19
C 0.8982 3.6064 1.6643 -0.20
C 1.4100 2.5949 0.8438 -0.17
C 1.0443 1.2482 1.0680 -0.14
C 1.4127 0.1299 0.1479 -0.27
S 2.0408 -1.3488 0.9456 0.24
C 3.3133 -1.8715 -0.2220 -0.55
C 3.3261 -1.0023 -1.4640 -0.55
S 2.3466 0.5269 -1.2678 0.31
C 0.3142 0.9454 2.2292 -0.16
C -0.2030 1.9570 3.0382 -0.21
H -0.3553 4.0891 3.3616 0.22
H 1.1456 4.6503 1.4510 0.22
H 2.1174 2.8408 0.0493 0.23
H 4.2313 -1.7459 0.3682 0.24
H 3.1996 -2.9358 -0.4670 0.24
H 4.3503 -0.6516 -1.6400 0.24
H 2.9703 -1.5411 -2.3506 0.24
H 0.1599 -0.1038 2.4985 0.22
H -0.8253 1.6908 3.8938 0.22
```

Properties
- net charge = 0



| no. | orbital gap (eV) | LUMO level (eV) |
| --- | --- | --- |
| 1 | 9.0 | -1.000 |
| 2 | 6.6 | -0.779 |